# 1
The following is a DFT calculation (the ωB97M-V functional and the def2-TZVPD basis) of a structure of composition C20H47BBeBr3Cl3CsF6KNO7S2Si.

Computed properties:
HOMO-LUMO gap: 1.8 eV
E_LUMO: -8.49 eV
E_tot: -348803.8044 eV
net charge: +1
highest occupied orbital energy: -0.379 Ha

Element x y z (Å)
C (3.33, -4.81, 1.67)
C (2.79, -3.25, 1.76)
C (3.70, -2.21, 0.84)
C (3.75, -0.70, 1.55)
C (3.45, 0.44, 0.42)
C (2.07, 1.30, 0.68)
C (0.73, 0.36, 0.92)
C (-0.19, 0.88, 2.20)
C (-0.29, -0.25, 3.38)
C (-1.55, -1.25, 2.97)
C (-1.14, -2.82, 2.76)
C (-1.51, -3.46, 1.30)
C (-2.97, -3.02, 0.70)
C (-2.65, -1.86, -0.46)
Si (-4.26, -0.95, -1.07)
Br (-5.41, -2.30, -2.57)
H (3.90, -5.12, 2.65)
H (4.00, -4.93, 0.71)
H (2.38, -5.50, 1.58)
H (2.82, -2.87, 2.87)
H (1.70, -3.23, 1.28)
H (4.81, -2.59, 0.66)
H (3.16, -2.15, -0.21)
H (2.89, -0.68, 2.37)
H (4.76, -0.52, 2.14)
H (4.38, 1.19, 0.43)
H (3.39, 0.03, -0.69)
H (1.85, 1.98, -0.27)
H (2.29, 2.02, 1.59)
H (0.10, 0.32, -0.09)
H (0.99, -0.78, 1.16)
H (0.29, 1.88, 2.66)
H (-1.23, 1.22, 1.75)
H (0.73, -0.83, 3.49)
H (-0.59, 0.33, 4.38)
H (-2.10, -0.75, 2.07)
H (-2.31, -1.20, 3.89)
H (-1.55, -3.50, 3.65)
H (0.05, -2.88, 2.86)
H (-0.60, -3.27, 0.56)
H (-1.55, -4.64, 1.45)
H (-3.48, -3.91, 0.11)
H (-3.67, -2.61, 1.56)
H (-2.18, -2.35, -1.43)
H (-1.89, -1.04, -0.09)
H (-3.91, 0.27, -1.83)
H (-5.17, -0.57, -0.01)
Be (-0.81, -1.72, -1.97)
C (0.06, 3.77, -2.52)
Cl (-0.77, 4.42, -3.95)
Cl (-0.46, 2.10, -2.21)
Cl (1.81, 3.84, -2.74)
H (-0.21, 4.38, -1.66)
O (-6.40, 1.00, -4.20)
H (-6.14, 0.13, -3.87)
H (-6.11, 1.61, -3.50)
C (-4.61, -6.21, 3.96)
C (-4.21, -5.35, 5.17)
C (-5.39, -4.43, 5.55)
O (-3.20, -4.59, 4.81)
H (-4.87, -5.60, 3.08)
H (-3.81, -6.89, 3.67)
H (-5.49, -6.82, 4.20)
H (-4.10, -6.05, 6.01)
H (-5.67, -3.76, 4.73)
H (-5.14, -3.81, 6.43)
H (-6.27, -5.02, 5.81)
B (-0.90, 4.93, -7.76)
F (-1.27, 5.95, -8.73)
F (-1.90, 4.87, -6.71)
F (-0.82, 3.64, -8.43)
F (0.40, 5.26, -7.19)
Br (5.65, -0.41, 4.99)
C (7.41, -0.18, 4.17)
C (7.89, 1.25, 4.30)
Br (7.00, 2.41, 3.01)
H (7.33, -0.52, 3.14)
H (8.07, -0.85, 4.73)
H (8.95, 1.32, 4.06)
H (7.72, 1.68, 5.29)
N (1.59, 8.82, -6.43)
S (0.06, 8.84, -6.05)
O (-0.49, 10.08, -5.51)
O (-0.51, 7.60, -5.52)
F (-0.57, 8.85, -7.52)
S (2.50, 8.88, -5.15)
O (3.90, 9.20, -5.44)
O (2.32, 7.86, -4.12)
F (2.03, 10.21, -4.40)
O (-3.63, -3.97, -5.58)
H (-4.43, -3.67, -6.04)
H (-3.62, -3.44, -4.76)
Cs (4.20, 7.72, -3.42)
K (-1.20, 3.26, -10.10)

***

# 2
The following is a DFT calculation (the ωB97M-V functional and the def2-TZVPD basis) of a structure of composition C24H26CrN9O2Se.

Computed properties:
HOMO-LUMO gap (spin up / spin down): 5.0 / 5.2 eV
E_LUMO (spin up / spin down): -0.44 / -0.44 eV
E_tot: -136587.4188 eV
highest occupied orbital energy (spin up / spin down): -0.200 / -0.209 Ha
multiplicity: 4

Element x y z (Å)
Cr (0.09, -1.26, 0.97)
C (-1.07, -2.05, -3.13)
C (0.00, -1.63, -3.93)
C (1.14, -1.18, -3.32)
C (1.23, -1.15, -1.91)
N (0.17, -1.46, -1.16)
C (-0.93, -1.95, -1.77)
N (2.48, -0.86, -1.43)
C (2.80, -0.90, -0.18)
N (2.05, -1.07, 0.95)
C (2.85, -0.90, 2.05)
N (2.55, -0.80, 3.29)
C (1.27, -0.87, 3.80)
C (1.19, -0.74, 5.20)
C (-0.02, -0.82, 5.84)
C (-1.16, -1.06, 5.08)
C (-1.01, -1.19, 3.72)
N (0.16, -1.05, 3.07)
C (4.25, -0.73, 1.60)
C (5.43, -0.58, 2.30)
C (6.59, -0.41, 1.56)
C (6.56, -0.38, 0.16)
C (5.36, -0.53, -0.53)
C (4.22, -0.70, 0.22)
H (-1.96, -2.50, -3.55)
H (-0.05, -1.71, -5.02)
H (2.02, -0.89, -3.88)
H (-1.68, -2.34, -1.09)
H (2.12, -0.59, 5.73)
H (-0.08, -0.73, 6.92)
H (-2.13, -1.19, 5.53)
H (-1.85, -1.49, 3.11)
H (5.44, -0.59, 3.38)
H (7.54, -0.30, 2.06)
H (7.48, -0.25, -0.39)
H (5.32, -0.50, -1.61)
N (-2.08, -0.52, 0.69)
C (-2.13, 0.69, -0.14)
C (-3.29, 1.61, 0.25)
C (-3.39, 3.05, -0.27)
C (-3.21, 3.33, -1.77)
N (-3.62, 2.24, -2.67)
C (-2.77, 1.51, -3.40)
N (-1.47, 1.62, -3.25)
N (-3.28, 0.67, -4.32)
C (-0.76, 1.38, -0.11)
O (-0.59, 2.34, -0.90)
O (0.09, 0.90, 0.68)
H (-2.67, -1.27, 0.36)
H (-2.38, -0.31, 1.64)
H (-2.27, 0.35, -1.17)
H (-3.29, 1.70, 1.34)
H (-4.22, 1.07, 0.01)
H (-2.65, 3.67, 0.23)
H (-4.37, 3.41, 0.04)
H (-2.17, 3.53, -1.97)
H (-3.78, 4.21, -2.05)
H (-4.60, 2.09, -2.81)
H (-1.06, 2.00, -2.35)
H (-0.88, 0.99, -3.77)
H (-4.27, 0.60, -4.46)
H (-2.70, -0.05, -4.71)
Se (-0.61, -3.46, 1.21)

***

# 3
The following is a DFT calculation (the ωB97M-V functional and the def2-TZVPD basis) of a cluster of 2 separate species, CH3Cl2NOS in total.

Computed properties:
HOMO-LUMO gap (spin up / spin down): 8.6 / 7.6 eV
E_LUMO (spin up / spin down): -0.72 / -1.61 eV
energy relative to the best compared isomer or geometry (same formula, charge and spin): 56.6 kcal per mole
E_tot: -40498.4287 eV
highest occupied orbital energy (spin up / spin down): -0.341 / -0.337 Ha

Element x y z (Å)
C (-0.92, 0.86, 1.09)
N (2.37, 0.09, -1.19)
O (-0.51, 0.98, -1.57)
S (-1.45, 0.41, -0.56)
Cl (-2.38, 1.83, 1.85)
Cl (1.45, 0.28, -2.47)
H (-0.72, 0.15, 1.90)
H (-0.05, 1.48, 1.08)
H (2.08, -0.92, -0.91)

***

# 4
The following is a DFT calculation (the ωB97M-V functional and the def2-TZVPD basis) of a cluster of 2 separate species, C4H8O2 in total.

Computed properties:
HOMO-LUMO gap: 9.6 eV
E_LUMO: 0.60 eV
energy relative to the best compared isomer or geometry (same formula, charge and spin): 78.7 kcal per mole
E_tot: -8369.8684 eV
highest occupied orbital energy: -0.329 Ha

Element x y z (Å)
C (1.28, 0.35, 1.61)
C (1.71, -0.81, 1.07)
O (1.66, -2.04, 1.75)
H (0.59, 0.98, 1.12)
H (1.46, 0.48, 2.70)
H (1.89, -0.93, -0.03)
H (2.14, -2.64, 1.16)
C (-2.31, -0.06, -1.63)
C (-1.24, 0.97, -1.09)
O (-0.97, 2.02, -1.68)
H (-2.80, -0.45, -0.71)
H (-1.78, -1.00, -2.07)
H (-3.03, 0.48, -2.22)
H (-0.68, 0.44, -0.29)

***

# 5
The following is a DFT calculation (the ωB97M-V functional and the def2-TZVPD basis) of an isolated molecule of C3H4ClOPS.

Computed properties:
HOMO-LUMO gap (spin up / spin down): 7.9 / 7.7 eV
E_LUMO (spin up / spin down): 0.47 / -2.17 eV
E_tot: -37868.1146 eV
highest occupied orbital energy (spin up / spin down): -0.271 / -0.364 Ha
multiplicity: 3

Element x y z (Å)
C (1.72, 0.97, -0.28)
C (1.25, -0.14, 0.47)
C (-0.23, -0.45, 0.28)
O (1.94, -0.79, 1.26)
P (4.69, 0.24, 0.27)
S (3.25, 1.67, -0.07)
Cl (4.01, -1.45, -0.49)
H (1.04, 1.56, -0.86)
H (-0.55, -0.26, -0.74)
H (-0.80, 0.18, 0.95)
H (-0.41, -1.49, 0.54)

***

# 6
The following is a DFT calculation (the ωB97M-V functional and the def2-TZVPD basis) of a cluster of 3 separate species, C4H13NO2 in total.

Computed properties:
HOMO-LUMO gap: 8.8 eV
E_LUMO: 0.75 eV
energy relative to the best compared isomer or geometry (same formula, charge and spin): 18.9 kcal per mole
E_tot: -9943.3756 eV
highest occupied orbital energy: -0.296 Ha

Element x y z (Å)
C (1.09, -0.52, 0.54)
C (0.02, 0.28, 0.67)
N (0.19, 1.63, 0.82)
C (-1.40, -0.24, 0.70)
C (-1.65, -1.05, 1.97)
H (1.05, -1.60, 0.59)
H (2.09, -0.14, 0.38)
H (-0.53, 2.30, 0.61)
H (1.13, 1.97, 0.73)
H (-1.53, -0.80, -0.22)
H (-2.16, 0.54, 0.62)
H (-0.95, -1.88, 1.96)
H (-1.46, -0.44, 2.85)
H (-2.67, -1.40, 2.11)
O (1.38, 1.80, -1.84)
H (2.05, 1.11, -1.95)
H (0.64, 1.47, -2.36)
O (0.24, -1.80, -2.16)
H (0.03, -1.11, -1.52)
H (0.55, -2.52, -1.60)

***

> The lowest E_tot belongs to which entry?

C20H47BBeBr3Cl3CsF6KNO7S2Si

***

> Which of these has the lowest E_tot?

C20H47BBeBr3Cl3CsF6KNO7S2Si

***

> The lowest E_tot belongs to which entry?

C20H47BBeBr3Cl3CsF6KNO7S2Si